C41H38ClInNO2P2 | the ωB97M-V functional and the def2-TZVPD basis

Atoms and positions in Å:
In: 1.221 -0.480 -0.247
N: -0.274 1.727 1.437
P: 0.024 0.140 1.992
C: 0.875 0.090 3.583
C: 0.216 0.217 4.799
C: 0.918 0.159 5.979
C: 2.281 -0.022 5.987
C: 2.977 -0.099 4.804
C: 2.279 -0.065 3.597
C: -1.487 -0.742 2.306
C: -1.353 -2.110 2.550
C: -2.468 -2.910 2.712
C: -3.733 -2.371 2.549
C: -3.859 -1.045 2.225
C: -2.746 -0.216 2.074
P: 0.599 2.136 0.016
C: 1.898 3.279 0.486
C: 2.427 3.313 1.790
C: 3.539 4.136 2.056
C: 4.156 4.848 1.071
C: 3.645 4.840 -0.228
C: 2.521 4.071 -0.534
C: -0.495 2.981 -1.083
C: -0.509 2.529 -2.372
C: -1.322 3.137 -3.307
C: -2.120 4.172 -2.929
C: -2.021 4.734 -1.654
C: -1.207 4.132 -0.722
H: -0.573 2.451 2.061
H: -0.851 0.308 4.870
H: 0.386 0.208 6.951
H: 2.845 -0.143 6.904
H: 4.062 -0.226 4.808
H: 2.839 -0.183 2.698
H: -0.332 -2.514 2.635
H: -2.352 -3.984 2.935
H: -4.606 -2.983 2.663
H: -4.837 -0.596 2.109
H: -2.912 0.822 1.864
H: 1.911 2.825 2.626
H: 3.898 4.182 3.071
H: 4.990 5.505 1.309
H: 4.140 5.434 -0.992
H: 2.142 3.946 -1.551
H: 0.040 1.620 -2.670
H: -1.328 2.823 -4.348
H: -2.792 4.595 -3.631
H: -2.681 5.525 -1.385
H: -1.165 4.497 0.318
Cl: 2.618 -3.351 -2.137
C: 3.948 -2.201 -2.262
C: 4.763 -2.215 -3.381
C: 5.841 -1.356 -3.546
C: 6.007 -0.364 -2.611
C: 5.161 -0.285 -1.500
C: 4.160 -1.231 -1.291
C: 3.249 -1.137 -0.081
H: 4.541 -2.923 -4.206
H: 6.442 -1.405 -4.454
H: 6.784 0.397 -2.758
H: 5.241 0.527 -0.806
H: 3.750 -0.499 0.644
H: 3.144 -2.128 0.331
C: -6.092 -3.512 -2.867
C: -4.747 -3.060 -2.334
C: -3.698 -3.928 -2.161
C: -2.437 -3.470 -1.780
C: -1.317 -4.520 -1.659
C: -2.273 -2.093 -1.626
C: -3.322 -1.165 -1.772
C: -3.157 0.330 -1.604
C: -4.570 -1.696 -2.084
C: -0.937 -1.592 -1.192
O: -0.241 -2.247 -0.374
O: -0.518 -0.448 -1.602
H: -6.173 -3.479 -3.937
H: -6.892 -2.848 -2.468
H: -6.306 -4.557 -2.598
H: -3.843 -4.987 -2.401
H: -1.759 -5.457 -2.069
H: -0.959 -4.627 -0.647
H: -0.452 -4.239 -2.251
H: -4.135 0.815 -1.441
H: -2.610 0.809 -2.404
H: -2.536 0.566 -0.731
H: -5.478 -1.118 -2.120

Properties
**Orbital gap**: 8.38 eV
**HOMO level**: -10.87 eV
**Charge**: +1

Here are the Löwdin charges for atoms 1 to 4, given in e:
1 In 0.808
2 N -0.327
3 P 0.941
4 C -0.339